45
Properties=species:S:1:pos:R:3 method="wB97M-V/def2-TZVPD" charge=+2 fmax_ev_per_a=4.62 gap_ha=0.21455 homo_ev=-14.97 mol_weight_g_mol=509.5
C -3.263 0.307 0.023
N -1.964 0.539 -0.256
N -1.920 1.646 -1.110
C -3.179 2.091 -1.307
C -4.077 1.264 -0.597
B -0.566 2.169 -1.749
N 0.493 2.799 -0.747
N 1.170 2.025 0.206
C 2.051 2.836 0.830
C 1.956 4.133 0.322
C 0.960 4.061 -0.677
Pb 0.083 0.087 0.929
N 0.128 0.929 -2.428
N 0.528 -0.128 -1.619
C 1.070 -1.050 -2.428
C 1.057 -0.604 -3.762
C 0.445 0.663 -3.710
H 1.445 -1.984 -2.034
H 0.227 1.376 -4.492
H 1.432 -1.120 -4.627
H -0.830 2.985 -2.562
H 0.559 4.822 -1.328
H -3.359 2.957 -1.924
H 2.511 5.005 0.631
H -5.148 1.364 -0.536
H 2.699 2.474 1.622
H -3.577 -0.510 0.663
H 1.867 -0.476 2.236
C 1.937 -0.439 3.337
H 2.791 0.226 3.515
H 1.028 -0.039 3.811
H 2.148 -1.459 3.678
C -0.778 -2.561 2.845
Si 0.009 -2.541 1.160
C 1.763 -3.119 1.011
C -1.121 -3.155 -0.162
H -0.180 -2.078 3.632
H -0.850 -3.644 3.018
H -1.787 -2.116 2.806
H 1.635 -4.188 1.234
H 2.130 -2.987 -0.021
H 2.450 -2.651 1.731
H -1.166 -4.225 0.099
H -2.114 -2.681 -0.094
H -0.694 -3.004 -1.167